1.
Below is a structure of composition C23H51IrN2O2P2SSi, with properties calculated with wB97M-V/def2-TZVPD.

```
83
Properties=species:S:1:pos:R:3:forces:R:3:mulliken_charge:R:1
Ir -0.24670 0.27005 -0.73352 -0.156 -0.805 0.180 3.009
C 0.74687 -0.17973 -4.44204 -0.001 0.048 0.043 -0.678
C -0.07406 -1.16751 -3.67973 0.104 -0.043 -0.077 0.223
C -0.46161 -2.33837 -4.29721 0.045 0.040 -0.051 -0.965
C -1.23142 -3.27872 -3.61718 -0.017 -0.015 0.070 -0.856
C -1.62783 -3.04673 -2.32010 0.091 -0.029 -0.040 -0.774
C -1.23160 -1.84804 -1.72476 -0.045 0.355 0.040 0.726
N -0.44604 -0.93447 -2.40100 -0.703 -0.083 -0.053 0.137
N -1.50083 -1.35323 -0.49386 0.104 -0.334 -0.260 -1.181
Si -2.81241 -1.94999 0.54984 -0.038 -0.028 0.039 0.374
C -3.18113 -0.62523 1.82272 -0.012 0.021 -0.061 -0.983
C -2.37315 -3.56534 1.37868 0.043 0.057 0.037 -1.286
C -4.31926 -2.31808 -0.51656 0.021 -0.042 -0.050 -1.423
H 0.28115 0.02640 -5.40569 0.026 -0.029 -0.022 0.446
H 1.74241 -0.58084 -4.63683 -0.002 -0.014 -0.009 0.416
H 0.85282 0.75494 -3.91133 -0.004 -0.026 0.014 -0.608
H -0.16150 -2.50654 -5.32148 0.003 -0.006 0.001 0.560
H -1.52043 -4.19423 -4.11663 -0.016 0.000 0.006 0.489
H -2.22363 -3.75580 -1.76497 -0.011 -0.007 -0.008 0.469
H -2.96441 -0.98793 2.82890 0.028 0.007 0.006 0.464
H -4.24000 -0.35986 1.80425 -0.010 -0.002 0.016 0.467
H -2.59099 0.28031 1.67740 0.006 -0.003 0.000 0.043
H -1.56619 -3.50242 2.10794 0.001 0.042 0.020 0.312
H -2.11812 -4.34787 0.66042 0.003 0.007 -0.008 0.332
H -3.26419 -3.90318 1.91583 0.003 -0.029 -0.005 0.433
H -4.25194 -1.98481 -1.55283 0.031 0.021 0.009 0.408
H -5.21581 -1.86689 -0.08715 0.000 0.005 0.017 0.508
H -4.49578 -3.39526 -0.55274 -0.020 0.000 0.022 0.429
C -2.09804 3.13085 -0.31407 -0.115 -0.157 0.159 -1.116
P -1.89450 1.63124 -1.29114 -0.063 0.054 -0.476 0.354
C -3.54377 0.92486 -1.40986 0.100 -0.080 -0.004 -1.200
C -1.45481 2.17148 -2.96672 0.171 0.080 0.091 -0.754
C -0.05294 2.80077 -2.94262 0.123 -0.227 -0.023 -1.356
P 1.04937 2.06540 -1.60554 -0.181 0.569 0.308 0.945
C 1.42316 3.60491 -0.68360 0.075 -0.020 -0.058 -1.589
C 2.70774 1.82841 -2.31700 -0.065 -0.171 -0.051 -1.333
H -2.95211 3.66485 -0.73743 -0.003 0.019 0.036 0.465
H -1.22519 3.77138 -0.35659 0.009 0.016 -0.046 0.301
H -2.31531 2.88975 0.72697 0.004 -0.025 -0.002 0.334
H -4.16458 1.63746 -1.95662 -0.022 -0.002 0.018 0.696
H -3.97434 0.75429 -0.42436 0.037 -0.005 0.017 0.272
H -3.50575 -0.01861 -1.94920 -0.018 0.035 -0.051 0.099
H -2.20462 2.84841 -3.38027 0.005 0.055 0.075 0.688
H -1.46530 1.26401 -3.57285 -0.022 0.028 -0.041 0.225
H -0.09874 3.86979 -2.74058 -0.121 -0.004 -0.015 0.606
H 0.40589 2.69358 -3.92488 0.097 0.090 0.034 0.611
H 1.55262 4.40811 -1.41087 -0.056 -0.009 -0.003 0.627
H 2.34711 3.47569 -0.13568 0.048 -0.001 0.004 0.362
H 0.65846 3.88221 0.03499 -0.003 -0.023 0.024 0.418
H 3.03805 2.79535 -2.69800 0.049 -0.030 -0.042 0.482
H 2.76356 1.08824 -3.10941 -0.038 -0.024 0.032 0.391
H 3.37943 1.52694 -1.51261 -0.010 0.022 0.026 0.364
C 2.71605 3.65364 2.97232 -0.009 0.020 0.025 -1.369
C 1.71750 2.57103 2.62621 -0.026 0.142 -0.043 0.186
O 2.04080 1.88817 1.40599 0.321 0.030 0.226 -0.163
H 2.43903 4.13669 3.90981 -0.006 0.000 0.002 0.421
H 2.76231 4.42103 2.19963 0.003 -0.021 -0.019 0.355
H 3.71544 3.23307 3.10410 0.004 -0.003 -0.008 0.324
H 0.71814 2.98001 2.47006 0.011 0.024 -0.005 0.261
H 1.65061 1.85512 3.44886 -0.024 0.008 -0.025 -0.210
H 2.90918 1.48435 1.52003 0.030 0.046 0.057 0.221
C 3.07559 -0.10292 4.67248 0.006 0.042 0.000 -1.071
C 1.99486 -1.17158 4.58608 -0.013 -0.069 -0.042 -0.447
C 0.75049 -0.78156 3.79114 -0.166 -0.014 -0.077 -1.245
S 1.11595 -0.66287 2.02616 0.120 -0.279 0.226 0.663
O -0.16281 -0.02250 1.43407 0.175 0.725 -0.204 -1.266
C 1.02988 -2.42434 1.57499 0.084 0.106 -0.042 -0.120
C 2.32047 -2.86702 0.89746 -0.035 -0.001 -0.039 -0.891
C 2.57833 -2.07959 -0.38474 -0.012 0.002 -0.014 -0.570
H 3.93732 -0.48497 5.21681 0.000 0.008 0.010 0.443
H 2.71772 0.78112 5.20181 -0.004 -0.001 0.000 0.324
H 3.42861 0.20927 3.68642 0.003 -0.020 -0.007 0.169
H 1.64891 -1.42531 5.58933 0.035 -0.037 -0.001 0.481
H 2.41352 -2.09395 4.17113 -0.020 -0.022 0.035 0.209
H 0.34977 0.19649 4.06092 0.083 0.011 0.043 0.653
H -0.04186 -1.52221 3.90877 -0.067 0.061 -0.044 0.590
H 0.19786 -2.47600 0.87092 -0.069 -0.015 0.079 -0.529
H 0.77781 -3.00196 2.46299 0.069 -0.045 -0.004 0.770
H 2.22442 -3.92900 0.66468 0.003 0.000 0.018 0.500
H 3.16521 -2.77745 1.58401 0.022 0.015 -0.031 0.290
H 1.69010 -2.09140 -1.02955 0.015 -0.041 -0.015 -0.054
H 3.39848 -2.50774 -0.95896 0.009 0.013 0.000 0.543
H 2.84072 -1.03761 -0.17637 -0.022 0.013 0.011 0.145
```
Forces are in eV/Å.

The frontier orbital gap is 0.2471 Eh. The net charge is +2. For the relative energy (zero: lowest compared OMol25 entry of this formula, charge and spin), the calculation gives 5.1 kcal per mole.

2.
Below is a structure of composition C23H52F6N3O8Pd, with properties calculated with wB97M-V/def2-TZVPD.

```
93
Properties=species:S:1:pos:R:3:forces:R:3:mulliken_charge:R:1
Pd -0.24468 -0.42588 0.53360 0.531 -1.018 1.548 1.097
C 1.79715 -3.25525 0.54729 -2.465 2.817 1.268 -0.042
O 2.78312 -2.17223 0.64219 1.886 -1.390 -0.309 -0.316
O 0.54036 -2.61584 0.89541 2.972 -2.708 -1.869 -0.800
C 1.94863 -4.05826 -0.82916 -0.245 0.874 2.630 0.548
F 1.33922 -3.51054 -1.79563 -1.351 2.848 -3.589 -0.244
F 3.14812 -4.43389 -1.23164 2.718 0.895 -0.199 -0.350
F 1.36060 -5.20834 -0.73871 -2.128 -3.303 1.659 -0.344
C 3.74551 -2.25033 1.73851 -1.184 -1.751 -1.032 -0.698
C 4.87965 -1.29691 1.56089 -0.676 1.136 0.433 -1.010
H 5.61862 -1.46444 0.77733 -0.226 -0.567 -0.018 0.270
H 4.40420 -0.34061 1.34289 0.396 0.375 0.230 0.105
H 5.36430 -1.24881 2.53604 0.289 0.285 -0.091 0.441
H 4.17591 -3.24930 1.80867 -0.168 -0.414 -0.208 0.419
H 3.14241 -2.13605 2.63924 0.303 0.577 0.305 0.418
H 2.06111 -4.07055 1.22087 0.077 0.071 0.769 0.277
C -3.68344 -1.21596 0.80293 4.021 0.780 -0.136 -0.086
O -3.81216 -0.14188 -0.16710 -2.103 0.877 -0.726 -0.224
O -2.33561 -1.17174 1.28206 -3.690 0.219 -0.566 -0.849
C -4.81691 -1.14935 1.93798 1.330 1.329 -0.972 0.766
F -4.95797 -2.32039 2.44452 -0.539 -3.043 0.628 -0.288
F -4.50143 -0.38922 2.99033 -0.039 1.086 -0.380 -0.263
F -6.08184 -0.77119 1.50508 0.840 0.133 0.021 -0.313
C -4.91805 -0.19875 -1.12140 0.748 1.262 -0.553 -0.194
C -4.77118 0.98045 -2.10402 1.075 0.282 0.158 -1.067
H -3.83046 0.95803 -2.65415 0.116 -0.555 -0.291 0.088
H -5.57605 1.03475 -2.83704 -0.130 -0.108 0.132 0.406
H -4.65040 1.95151 -1.62385 -0.617 0.023 0.489 0.313
H -5.93474 -0.07339 -0.74895 0.204 -0.355 0.856 0.500
H -4.90861 -1.08528 -1.75550 0.273 -0.561 0.373 0.101
H -3.77002 -2.08973 0.15707 -0.852 -0.763 0.472 0.064
C 0.61933 1.71250 4.34592 0.535 1.628 0.096 -1.131
C 0.84321 0.28566 3.98433 -0.657 -0.841 -2.080 0.698
C 0.46253 -0.65347 5.05891 -0.072 0.184 1.945 -1.697
O 0.11060 -0.09764 2.85688 0.257 0.746 -0.322 -0.464
H 0.98974 2.32564 3.52436 -0.668 0.105 -0.561 0.056
H 1.26681 2.13574 5.11386 0.133 -0.515 0.831 0.435
H -0.40861 1.94721 4.62226 -0.162 -0.021 -0.307 0.250
H 1.91886 0.17087 3.85051 0.943 0.025 -0.289 -0.055
H -0.62649 -0.65202 5.10498 -0.051 -0.908 -0.356 0.305
H 0.72505 -0.25088 6.03724 0.425 0.237 0.441 0.476
H 1.01808 -1.58932 4.99858 -0.775 -0.336 -0.343 0.267
C 3.44000 1.89146 -0.20343 1.023 0.913 -1.478 -1.840
C 2.54909 0.83206 -0.83904 0.361 1.668 -0.935 1.223
C 3.37852 -0.13517 -1.71596 -1.550 1.054 0.596 -1.528
O 2.46872 -0.91619 -2.47657 0.304 0.623 -0.436 0.058
C 2.95600 -1.22346 -3.76762 0.234 -0.495 0.705 -1.085
N 1.84729 0.33428 0.26879 -0.155 -1.510 1.737 1.845
H 3.71087 2.71301 -0.86659 0.090 0.031 -0.389 0.416
H 4.38542 1.41582 0.05743 -0.013 0.169 0.659 0.481
H 2.91988 2.38765 0.61594 0.413 -0.145 0.140 0.647
H 1.77657 1.32606 -1.42833 0.343 0.046 -0.953 -0.550
H 4.05510 -0.76980 -1.14361 -0.010 -0.055 0.111 0.245
H 3.94095 0.60205 -2.28891 0.311 -0.408 -0.786 0.509
H 3.07886 -0.35670 -4.41703 -0.063 0.304 0.057 0.314
H 2.25701 -1.92254 -4.22673 0.085 -0.037 0.025 0.235
H 3.92577 -1.69501 -3.60858 0.197 -0.264 -0.547 0.385
H 2.33379 -0.51965 0.50162 -0.569 -0.991 0.535 -0.473
H 2.13063 0.95782 1.01110 -1.047 -0.475 0.736 -0.105
C -0.71655 0.45632 -3.16555 -0.491 0.164 0.362 -1.319
C -1.37312 -0.56540 -2.22758 -0.275 -0.733 -2.761 3.152
C -2.13172 -1.62713 -3.09019 0.732 1.833 1.306 -1.595
O -2.54350 -2.57192 -2.13289 -1.603 -0.821 -1.402 -0.082
C -3.00313 -3.73483 -2.84647 0.756 0.058 0.533 -1.018
N -0.31527 -1.28223 -1.57129 -0.418 0.409 0.989 1.006
H 0.17038 -0.01289 -3.59133 0.160 0.301 -0.042 0.265
H -0.46536 1.35910 -2.60879 0.401 -0.012 -0.011 -0.066
H -1.34754 0.78482 -3.99141 -0.277 -0.128 -0.020 0.449
H -2.11956 -0.12771 -1.56474 0.332 -0.150 0.236 -2.002
H -1.47018 -2.05656 -3.84256 0.352 -0.295 -0.053 0.597
H -2.89475 -1.07791 -3.64178 -0.861 -0.405 0.057 0.495
H -3.38254 -4.50785 -2.17819 0.240 0.266 0.317 0.226
H -2.10171 -4.08333 -3.35055 -0.194 -0.588 -0.346 0.331
H -3.78901 -3.54491 -3.57751 -0.045 0.437 -0.083 0.339
H -0.65149 -2.20353 -1.32988 0.082 -0.206 0.519 0.196
H 0.46480 -1.39531 -2.20279 0.348 0.152 0.365 -0.638
C -1.87670 3.66028 -0.68093 1.576 1.484 -0.203 -1.847
C -0.59042 3.00200 -0.14008 -0.604 -0.236 0.018 0.466
C 0.12455 3.52306 1.09028 -1.099 1.447 1.505 -0.226
O 0.30738 4.92966 1.07414 0.259 1.227 -1.374 -0.498
C 0.93762 5.48883 2.21436 0.570 -1.425 -0.418 -0.753
N -1.09551 1.67248 0.25090 0.021 0.041 0.350 0.436
H -1.67015 4.65752 -1.06943 -0.058 0.212 0.007 0.405
H -2.63358 3.76596 0.09628 -0.056 -0.309 -0.083 0.418
H -2.19038 3.06476 -1.53829 -0.341 -0.074 0.168 0.470
H 0.20666 2.93362 -0.88041 -0.292 -0.101 -0.573 0.019
H 1.00187 2.89689 1.25254 0.432 0.315 -0.012 -0.176
H -0.44806 3.49366 2.01729 -0.601 -1.434 0.049 0.551
H 0.96260 6.57829 2.19119 -0.118 -0.179 -0.393 0.248
H 1.93547 5.05143 2.18143 0.550 0.496 0.476 0.306
H 0.50475 5.15508 3.15741 -0.437 -0.057 0.091 0.287
H -1.40749 1.89000 1.18655 -0.102 -0.958 0.788 0.176
H -1.98767 1.59083 -0.21545 -0.164 -0.798 -0.227 -0.260
```
Forces are in eV/Å.

Its expectation value of S² is 2.0049. Its multiplicity is 3. The frontier orbital gap (spin up / spin down) is 0.2214 / 0.2193 Eh. The net charge is -1. For the relative energy (zero: lowest compared OMol25 entry of this formula, charge and spin), the calculation gives 0.0 kcal per mole.

3.
Below is a structure of composition C23H52GaO3P4S, with properties calculated with wB97M-V/def2-TZVPD.

```
84
Properties=species:S:1:pos:R:3:forces:R:3:mulliken_charge:R:1
Ga -0.32215 0.21882 -0.46608 0.389 0.891 1.225 1.424
P -0.92042 2.66752 1.55834 -0.264 0.851 0.481 0.681
P -2.66363 0.00321 -0.51122 -0.619 -0.449 -0.585 1.263
P 2.19714 1.76536 -0.08641 2.893 1.231 -0.073 0.682
H -0.23765 -1.75436 -8.28768 0.303 -0.037 0.308 0.442
C 0.78322 -1.92989 -7.92682 0.317 0.110 -1.272 -0.665
C 1.11999 -3.10874 -7.40990 0.353 -0.594 -0.794 -0.525
H 0.35863 -3.88967 -7.32320 0.286 0.147 0.124 0.328
C -1.34458 4.22025 0.68082 0.066 -0.104 -0.225 -1.323
C -2.39719 2.50600 2.64785 -0.063 -0.386 -0.054 -1.034
C 0.25941 3.29991 2.82159 0.216 -0.234 0.036 -1.176
C -2.72513 -1.48134 -1.55033 -0.213 -0.151 -0.008 -1.414
C -3.76743 -0.33674 0.88509 0.128 -0.165 0.544 -0.979
C -3.48215 1.30578 -1.46965 0.263 0.236 -0.040 -1.319
C 3.36137 0.95376 -1.25267 -0.762 -0.756 -0.250 -1.318
C 3.26139 1.81801 1.40620 -0.691 -0.529 0.798 -1.100
C 2.29288 3.49122 -0.67661 -1.129 0.059 -0.071 -1.261
H 1.52092 -1.17234 -8.21660 -0.198 -0.309 0.277 0.311
H 2.15746 -3.41063 -7.24079 -0.365 0.256 0.205 0.305
H -1.60883 5.02109 1.38415 0.071 -0.211 -0.148 0.432
H -2.19293 4.03732 0.00981 0.166 0.134 0.100 0.318
H -0.48877 4.53832 0.07373 -0.224 0.049 0.072 0.307
H -2.48742 3.39018 3.29479 0.005 -0.225 -0.237 0.551
H -2.29392 1.61020 3.27557 -0.047 0.267 -0.082 0.019
H -3.30591 2.40682 2.04148 0.129 0.076 0.162 0.370
H -0.24075 4.00540 3.50109 0.138 -0.169 -0.263 0.548
H 1.11019 3.80579 2.34870 -0.195 -0.055 0.125 0.381
H 0.63901 2.45588 3.41405 -0.054 0.221 -0.043 0.097
H -3.76724 -1.82105 -1.59908 0.239 -0.053 -0.166 0.575
H -2.09683 -2.26095 -1.10130 -0.206 0.074 -0.067 0.333
H -2.34740 -1.26603 -2.55680 -0.126 -0.021 0.145 0.305
H -4.74249 0.13946 0.69968 0.340 -0.126 -0.004 0.497
H -3.35616 0.04167 1.82889 -0.160 -0.080 -0.237 -0.090
H -3.91580 -1.42180 0.97114 0.077 0.280 0.001 0.508
H -4.40024 0.88203 -1.90011 0.197 0.139 0.118 0.505
H -2.81795 1.64628 -2.27401 -0.231 -0.038 0.126 0.273
H -3.73762 2.15999 -0.82694 0.068 -0.249 -0.187 0.374
H 4.31475 1.49298 -1.25591 -0.233 0.112 0.190 0.564
H 2.94070 0.93623 -2.26234 0.179 0.070 0.101 0.269
H 3.52113 -0.08545 -0.94579 0.112 0.247 -0.043 0.358
H 4.19395 2.36186 1.18744 -0.376 -0.082 -0.254 0.570
H 3.49333 0.79061 1.72161 -0.058 0.344 -0.097 0.266
H 2.73389 2.31651 2.23078 0.262 -0.153 -0.218 0.274
H 3.32445 3.72382 -0.96857 -0.155 -0.239 0.134 0.526
H 1.96063 4.19612 0.09428 0.083 -0.158 -0.167 0.353
H 1.63576 3.59135 -1.54808 0.188 0.190 0.076 0.325
C 0.56533 -0.84415 -3.14990 0.507 -0.901 1.049 1.068
C 0.46062 0.46993 -3.62678 -0.522 1.476 -1.468 -0.168
C 0.07841 0.74048 -4.94221 0.165 -0.523 0.570 -1.345
C -0.15772 -0.36124 -5.78598 -0.269 0.277 -0.538 -0.563
C -0.13932 -1.68325 -5.27845 0.530 -0.653 0.824 -0.425
C 0.28705 -1.92681 -3.98574 -0.217 -0.355 -0.975 -0.922
S 1.07934 -1.29451 -1.53938 -0.753 -0.130 -0.320 -0.221
H -0.02547 1.39450 -1.50645 -0.194 0.310 0.845 -0.423
H 0.65938 1.31267 -2.98482 0.294 -0.109 -0.194 0.615
H -0.01561 1.76538 -5.32032 0.203 -0.497 0.205 0.491
H -0.31314 -0.21829 -6.86872 -0.178 0.091 0.876 0.443
H -0.29670 -2.54764 -5.92378 -0.511 0.615 0.392 0.751
H 0.42407 -2.93995 -3.60151 -0.208 0.297 -0.207 0.481
C 1.82831 0.04026 4.97717 -0.276 0.088 0.213 -1.114
C 2.06282 -1.05561 3.97876 -0.084 -0.278 -0.269 -0.082
O 1.60132 -0.68695 2.61348 -1.915 0.575 -1.413 0.130
P 0.05619 -0.68825 1.95232 1.766 -3.115 2.899 -0.971
O -0.84548 -0.56835 3.30600 -0.041 -0.009 -1.336 0.107
C -1.79411 -1.57541 3.91608 0.252 0.012 -0.502 -0.049
C -1.19882 -2.09142 5.19247 0.270 -0.060 0.522 -1.299
O -0.19697 -2.20576 1.42851 0.265 0.984 -0.024 -0.024
C 0.39406 -3.49882 1.90972 -0.820 0.564 0.092 -0.041
C 1.69078 -3.76380 1.20047 0.243 0.042 0.238 -1.035
H 2.26828 0.99033 4.68148 0.078 0.012 -0.150 0.264
H 2.28621 -0.23597 5.92666 0.050 -0.077 0.018 0.442
H 0.76190 0.17606 5.15945 0.088 0.097 -0.036 0.186
H 3.13617 -1.26485 3.85316 -0.434 0.065 -0.117 0.443
H 1.56113 -1.98411 4.28555 0.188 0.303 -0.175 0.112
H -1.97961 -2.39573 3.20019 0.133 0.522 0.148 0.297
H -2.72320 -1.03434 4.10685 0.181 0.056 -0.162 0.390
H -0.30874 -2.70158 5.01751 -0.104 0.074 -0.018 0.232
H -0.93061 -1.27838 5.87848 -0.117 -0.152 -0.204 0.320
H -1.91292 -2.73374 5.72145 -0.011 0.148 -0.214 0.453
H 0.47848 -3.42883 3.00282 0.107 -0.125 -0.353 0.055
H -0.39298 -4.22230 1.66625 0.294 0.122 0.066 0.417
H 2.46686 -3.08384 1.58616 -0.163 -0.279 -0.298 0.189
H 1.98829 -4.79804 1.41894 0.047 0.256 -0.139 0.471
H 1.57677 -3.63844 0.11393 0.055 -0.136 0.389 0.193
```
Forces are in eV/Å.

The frontier orbital gap (spin up / spin down) is 0.1685 / 0.1762 Eh. The net charge is +3. For the relative energy (zero: lowest compared OMol25 entry of this formula, charge and spin), the calculation gives 37.4 kcal per mole.